1.
Formula: C30H62BN2O20S4
Source: the OMol25 dataset
Level of theory: wB97M-V/def2-TZVPD

Last column: Mulliken charge in e.
Element x y z (Å)
O1 -29.798 16.215 -5.667  -0.6342
C1 -29.305 16.421 -4.561  0.5844
O2 -27.974 16.540 -4.304  0.0180
B1 -27.745 17.005 -2.894  1.2503
O3 -29.137 17.071 -2.315  -0.6166
C2 -30.011 16.819 -3.256  0.2992
O4 -31.249 16.843 -3.100  -0.6655
O5 -27.005 18.300 -2.777  -0.5446
C3 -25.787 18.108 -2.332  0.2032
O6 -24.911 18.922 -2.283  -0.3702
C4 -25.722 16.569 -1.974  0.3051
O7 -26.826 16.020 -2.237  -0.3262
O8 -24.746 15.881 -1.726  -0.5052
C5 -25.220 17.733 -5.602  0.2065
S1 -24.389 18.321 -7.167  0.3084
O9 -25.565 18.201 -8.107  -0.5730
C6 -24.390 20.119 -6.685  -0.9931
H1 -24.573 17.020 -5.090  0.3375
H2 -26.200 17.338 -5.870  -0.1674
H3 -25.241 18.607 -4.952  -0.1683
H4 -25.341 20.483 -6.296  0.3699
H5 -24.201 20.774 -7.535  0.4745
H6 -23.616 20.409 -5.974  0.1522
C7 -28.349 16.775 -10.231  -0.9319
S2 -27.179 15.384 -9.739  0.5071
O10 -27.769 14.195 -10.478  -0.6815
C8 -27.593 15.224 -7.948  -0.3861
H7 -28.702 16.608 -11.249  0.3874
H8 -27.835 17.729 -10.117  0.2862
H9 -29.273 16.843 -9.658  0.2916
H10 -28.642 14.952 -7.832  0.3166
H11 -27.382 16.229 -7.583  0.0227
H12 -26.972 14.495 -7.427  0.2119
C9 -23.720 22.023 -3.011  -0.7106
S3 -22.446 23.358 -3.505  0.4022
O11 -21.311 23.356 -2.467  -0.5956
C10 -21.895 22.363 -4.931  -0.9239
H13 -24.485 22.655 -2.561  0.3616
H14 -23.323 21.306 -2.292  0.1377
H15 -24.267 21.523 -3.810  0.3536
H16 -20.838 22.626 -4.971  0.4156
H17 -22.370 22.656 -5.867  0.3475
H18 -21.948 21.277 -4.847  0.2409
C11 -27.447 19.373 0.318  -0.6600
S4 -27.064 21.026 1.040  0.4974
O12 -26.462 20.990 2.460  -0.7073
C12 -25.832 21.564 -0.253  -0.8722
H19 -28.261 19.513 -0.394  0.1522
H20 -27.985 18.830 1.094  0.5132
H21 -26.617 18.742 0.001  0.1000
H22 -26.225 21.381 -1.253  0.2846
H23 -24.843 21.108 -0.279  0.1787
H24 -25.756 22.651 -0.226  0.5000
C13 -20.192 19.184 1.230  0.0251
O13 -20.534 18.751 2.324  -0.5647
N1 -20.965 19.072 0.121  0.2563
C14 -20.594 19.980 -0.984  -1.0955
C15 -22.313 18.573 0.088  -1.0277
H25 -19.253 19.725 1.037  0.4088
H26 -21.353 19.920 -1.764  0.2097
H27 -19.671 19.555 -1.379  0.3771
H28 -20.408 20.993 -0.627  0.4061
H29 -22.473 17.893 0.924  0.3122
H30 -23.033 19.386 0.183  0.3204
H31 -22.648 18.004 -0.780  0.3554
C16 -25.182 13.786 -4.435  -0.0329
O14 -25.114 13.968 -5.653  -0.6777
N2 -25.907 12.765 -3.979  0.1939
C17 -26.177 12.690 -2.585  -0.6325
C18 -26.735 11.915 -4.849  -0.9751
H32 -24.691 14.355 -3.631  0.5221
H33 -27.124 12.187 -2.389  0.1069
H34 -26.142 13.654 -2.079  0.1597
H35 -25.400 12.074 -2.133  0.3245
H36 -26.481 11.954 -5.909  0.3199
H37 -26.541 10.869 -4.612  0.3508
H38 -27.792 12.171 -4.776  0.3375
O15 -21.308 13.096 3.206  -0.6278
C19 -21.704 14.258 3.470  0.7364
O16 -21.660 15.262 2.626  -0.2102
C20 -21.271 15.163 1.217  -0.1607
C21 -22.353 14.491 0.380  -1.0536
C22 -22.106 14.657 4.884  -0.9985
H39 -20.294 14.708 1.052  0.2871
H40 -21.132 16.122 0.718  0.0784
H41 -22.397 15.014 -0.574  0.3113
H42 -23.354 14.682 0.768  0.2928
H43 -22.157 13.427 0.247  0.4193
H44 -21.962 13.727 5.433  0.3079
H45 -23.108 15.084 4.837  0.2780
H46 -21.470 15.464 5.250  0.2836
O17 -30.365 21.928 -1.634  -0.6274
C23 -30.764 21.988 -0.405  0.9115
O18 -31.799 21.372 0.096  -0.3060
C24 -32.401 20.215 -0.455  -0.4176
C25 -31.671 18.851 -0.259  -0.5977
C26 -30.142 22.939 0.695  -0.9108
H47 -32.431 20.273 -1.543  0.3576
H48 -33.326 20.003 0.082  0.2987
H49 -32.193 17.991 -0.678  0.3566
H50 -31.577 18.639 0.806  0.3556
H51 -30.695 18.955 -0.734  -0.1152
H52 -30.866 23.302 1.424  0.3427
H53 -29.584 23.767 0.257  0.3077
H54 -29.450 22.414 1.355  0.1190
O19 -30.214 10.809 -4.365  -0.5869
C27 -30.541 11.040 -3.185  0.7813
O20 -31.142 12.066 -2.597  -0.4055
C28 -31.587 13.171 -3.296  0.2630
C29 -32.814 12.841 -4.111  -1.3473
C30 -30.167 9.934 -2.225  -0.9752
H55 -30.807 13.373 -4.031  0.0173
H56 -31.658 13.938 -2.525  0.3417
H57 -33.522 13.625 -4.380  0.3773
H58 -33.475 12.272 -3.458  0.3827
H59 -32.627 12.056 -4.844  0.3160
H60 -30.550 8.960 -2.527  0.3189
H61 -30.401 10.177 -1.189  0.2960
H62 -29.094 9.789 -2.344  0.2375

Output
* energy relative to the best compared isomer or geometry (same formula, charge and spin): 69.0 kcal/mol
* charge: -1
* LUMO energy: 1.79 eV


2.
Formula: C30H62FN2PSi
Source: the OMol25 dataset
Level of theory: wB97M-V/def2-TZVPD

Last column: Mulliken charge in e.
Element x y z (Å)
C1 -0.083 0.149 1.272  -0.7616
Si1 -0.966 0.234 -0.426  0.3010
C2 -1.254 2.126 -0.786  -0.4921
C3 0.096 -0.435 -1.882  -0.7087
C4 1.675 -0.521 -1.568  -0.2195
C5 2.097 -1.724 -0.589  -0.1542
C6 2.429 -3.045 -1.491  -0.7349
C7 3.890 -3.658 -1.077  -0.4602
C8 3.658 -5.176 -0.604  -0.6929
C9 4.990 -6.102 -0.767  -0.5744
C10 4.651 -7.483 0.034  -0.5671
P1 5.472 -9.011 -0.732  -0.1069
C11 4.098 -10.129 -1.414  -0.5755
C12 4.414 -11.707 -1.248  -0.2312
F1 3.686 -12.279 -0.116  -0.3123
C13 -2.753 -0.528 -0.388  0.5366
C14 -3.348 -0.737 1.055  -0.3399
C15 -4.796 -1.304 1.273  -0.5527
C16 -5.584 -1.638 -0.029  -0.2867
C17 -5.000 -1.443 -1.462  -0.4275
C18 -3.566 -0.880 -1.671  -0.4230
H1 -0.760 0.681 2.042  0.3730
H2 0.171 -0.900 1.637  0.3624
H3 0.885 0.776 1.207  -0.0607
H4 -2.239 2.457 -0.275  -0.0771
H5 -1.483 2.179 -1.921  0.3404
H6 -0.362 2.775 -0.497  0.0670
H7 -0.011 0.341 -2.737  0.3398
H8 -0.265 -1.429 -2.315  0.3990
H9 2.253 -0.695 -2.556  0.5181
H10 2.045 0.493 -1.161  -0.4030
H11 1.296 -2.037 0.158  -0.0282
H12 3.019 -1.403 0.005  0.2903
H13 1.664 -3.848 -1.211  0.2748
H14 2.337 -2.843 -2.611  0.3763
H15 4.515 -3.698 -2.046  0.2360
H16 4.379 -3.050 -0.245  0.3704
H17 3.375 -5.255 0.515  0.2012
H18 2.871 -5.655 -1.287  0.3516
H19 5.239 -6.283 -1.865  0.3820
H20 5.833 -5.513 -0.238  0.2208
H21 4.925 -7.288 1.124  0.3896
H22 3.512 -7.628 -0.084  0.2679
H23 6.021 -9.733 0.393  0.0219
H24 3.928 -9.942 -2.540  0.3120
H25 3.092 -9.937 -0.904  0.3503
H26 5.535 -11.912 -1.110  0.2380
H27 4.051 -12.298 -2.169  0.2275
H28 -2.710 -0.459 1.965  0.1567
H29 -5.206 -1.416 2.329  0.3431
H30 -6.647 -2.040 0.101  0.3160
H31 -5.602 -1.665 -2.418  0.2891
H32 -3.104 -0.704 -2.699  0.2905
C19 -5.289 5.481 2.475  -1.5042
C20 -5.051 4.333 1.500  -0.2048
N1 -6.143 3.368 1.456  0.1412
C21 -5.794 2.131 0.758  -0.6158
C22 -5.476 2.226 -0.733  -0.5662
C23 -7.466 3.903 1.151  -0.7201
C24 -7.639 4.670 -0.158  -0.9622
H33 -5.514 5.108 3.478  0.3343
H34 -4.391 6.102 2.542  0.4459
H35 -6.108 6.128 2.151  0.3043
H36 -4.141 3.819 1.831  0.3405
H37 -4.834 4.748 0.509  0.2705
H38 -6.593 1.396 0.902  0.3225
H39 -4.922 1.696 1.260  0.2694
H40 -6.377 2.373 -1.329  0.3153
H41 -5.023 1.289 -1.070  0.0319
H42 -4.769 3.028 -0.959  0.1925
H43 -7.762 4.566 1.973  0.4128
H44 -8.203 3.093 1.187  0.3428
H45 -6.834 5.387 -0.335  0.2388
H46 -8.576 5.235 -0.130  0.3843
H47 -7.702 3.999 -1.016  0.2679
C25 4.391 6.171 2.430  -1.4105
C26 4.627 5.022 1.456  -0.3590
N2 3.536 4.054 1.418  0.1437
C27 3.884 2.818 0.722  -0.1648
C28 4.196 2.908 -0.771  -1.0518
C29 2.211 4.586 1.117  -0.5051
C30 2.030 5.349 -0.193  -1.0341
H48 4.170 5.800 3.434  0.3316
H49 5.287 6.794 2.492  0.4357
H50 3.569 6.816 2.108  0.2880
H51 5.539 4.510 1.784  0.4369
H52 4.839 5.435 0.463  0.2803
H53 3.086 2.082 0.872  -0.1515
H54 4.758 2.384 1.222  0.3757
H55 3.291 3.053 -1.363  0.1565
H56 4.648 1.970 -1.108  0.4129
H57 4.901 3.709 -1.003  0.3541
H58 1.917 5.250 1.939  0.3572
H59 1.475 3.775 1.158  0.1501
H60 2.833 6.068 -0.375  0.3522
H61 1.093 5.913 -0.162  0.3804
H62 1.965 4.676 -1.049  0.2271

Output
* charge: 0
* LUMO energy: 0.46 eV


3.
Formula: C30H62FN4NbO6
Source: the OMol25 dataset
Level of theory: wB97M-V/def2-TZVPD

Last column: Mulliken charge in e.
Element x y z (Å)
C1 -1.652 3.143 -5.129  -0.6686
O1 -0.846 2.056 -5.590  -0.3284
C2 -1.675 0.877 -5.755  -0.4897
C3 -0.880 -0.357 -5.176  0.5664
C4 -1.765 -1.330 -4.319  -1.2944
Nb1 -2.206 -0.702 -2.161  -0.7236
C5 -3.856 0.781 -2.761  -0.8116
N1 -4.879 0.031 -3.580  -0.3794
C6 -0.586 0.908 -2.096  -0.5682
C7 0.898 0.361 -1.999  -0.2920
C8 1.969 1.470 -2.377  -0.5664
C9 2.329 1.491 -3.890  -0.4672
N2 2.929 0.201 -4.334  -0.5598
C10 -3.735 -2.460 -2.046  -0.7127
C11 -4.851 -2.296 -0.982  0.2604
O2 -5.831 -2.972 -1.039  -0.5512
F1 -4.808 -1.427 0.106  -0.1613
C12 -0.635 -2.229 -1.305  0.9987
O3 -0.298 -2.057 -0.139  -0.5519
O4 -0.182 -3.166 -2.027  -0.6462
H1 -1.851 3.051 -4.041  0.1996
H2 -1.065 4.075 -5.278  0.2285
H3 -2.595 3.158 -5.721  0.3222
H4 -1.768 0.742 -6.863  0.1763
H5 -2.681 0.979 -5.304  0.2105
H6 0.063 -0.034 -4.698  -0.7911
H7 -0.569 -0.936 -6.091  0.6005
H8 -2.757 -1.424 -4.845  0.4744
H9 -1.305 -2.342 -4.285  0.4915
H10 -2.588 -0.287 -0.415  0.2024
H11 -4.386 1.130 -1.843  0.4188
H12 -3.462 1.684 -3.291  0.2233
H13 -4.551 0.050 -4.546  0.2033
H14 -5.768 0.536 -3.558  0.2127
H15 -0.737 1.478 -1.139  0.5006
H16 -0.654 1.656 -2.921  0.1518
H17 1.045 -0.469 -2.725  0.1614
H18 1.149 0.057 -0.963  0.5012
H19 1.697 2.475 -1.981  0.3348
H20 2.909 1.175 -1.843  0.0985
H21 3.105 2.286 -4.026  0.5170
H22 1.473 1.776 -4.542  0.1487
H23 2.215 -0.357 -4.802  0.2238
H24 3.673 0.393 -4.999  0.2224
H25 -4.154 -2.547 -3.068  0.3452
H26 -3.211 -3.419 -1.824  0.5439
C13 -3.002 -0.527 4.957  -1.8071
C14 -3.434 0.933 4.697  1.6257
C15 -4.072 1.490 5.972  -1.2826
C16 -5.434 0.861 6.256  -0.4830
C17 -6.364 0.998 5.051  -1.4257
C18 -5.751 0.567 3.706  1.7853
N3 -4.349 1.028 3.527  0.6297
O5 -4.387 2.287 3.158  -0.6071
C19 -5.808 -0.976 3.541  -1.6216
C20 -6.688 1.066 2.592  -1.6946
C21 -2.103 1.650 4.421  -1.8027
H27 -2.157 -0.555 5.650  0.4739
H28 -3.769 -1.140 5.424  0.3277
H29 -2.683 -1.017 4.035  0.3561
H30 -4.191 2.576 5.889  0.3548
H31 -3.411 1.323 6.827  0.3611
H32 -5.329 -0.191 6.535  0.3078
H33 -5.888 1.355 7.122  0.4025
H34 -7.278 0.428 5.240  0.3620
H35 -6.670 2.049 4.990  0.3800
H36 -5.323 -1.301 2.619  0.2246
H37 -6.844 -1.320 3.491  0.4849
H38 -5.360 -1.523 4.369  0.3174
H39 -6.868 2.141 2.654  0.3629
H40 -7.664 0.582 2.671  0.4424
H41 -6.283 0.841 1.604  0.3130
H42 -1.624 1.249 3.526  0.4497
H43 -1.416 1.510 5.259  0.4133
H44 -2.221 2.727 4.294  0.3733
C22 6.844 -2.968 1.268  -1.9265
C23 6.698 -2.016 0.059  1.8298
C24 8.074 -1.429 -0.270  -1.3264
C25 8.547 -0.435 0.788  -0.4962
C26 7.506 0.659 1.016  -1.3892
C27 6.071 0.150 1.239  2.0083
N4 5.684 -0.957 0.320  0.1110
O6 5.362 -0.422 -0.834  -0.8634
C28 5.876 -0.313 2.698  -1.9295
C29 5.129 1.363 1.125  -1.9854
C30 6.245 -2.950 -1.074  -2.0280
H45 7.399 -3.864 0.980  0.4677
H46 7.404 -2.547 2.100  0.3142
H47 5.869 -3.292 1.638  0.3870
H48 8.044 -0.926 -1.243  0.3930
H49 8.811 -2.231 -0.367  0.3611
H50 8.773 -0.944 1.730  0.3085
H51 9.487 0.021 0.462  0.3745
H52 7.816 1.275 1.866  0.3381
H53 7.525 1.320 0.142  0.4190
H54 4.880 -0.734 2.840  0.4039
H55 5.973 0.529 3.388  0.4789
H56 6.606 -1.048 3.033  0.3281
H57 5.249 1.893 0.179  0.3272
H58 5.342 2.085 1.916  0.4421
H59 4.084 1.064 1.219  0.4303
H60 5.274 -3.396 -0.847  0.4484
H61 6.962 -3.763 -1.206  0.4188
H62 6.171 -2.443 -2.036  0.3559

Output
* charge: -2
* spin multiplicity: 3
* LUMO energy (alpha / beta): 3.59 / 3.54 eV